Molecular formula: C80H180FP5
Method: DFT, the ωB97M-V functional and the def2-TZVPD basis

molecular weight = 1316.2 Da
lowest unoccupied orbital energy = -5.91 eV
gap between HOMO and LUMO = 0.3707 Eh
charge = +4

Last column: Löwdin charge in e.
Cartesian coordinates (Å):
F (-0.4312, 0.6081, 0.4953)  -0.502
C (-3.8470, 4.1104, 3.5113)  -0.085
C (-3.5072, 2.6497, 3.0806)  -0.261
C (-3.7981, 2.4936, 1.6235)  -0.286
C (-3.3181, 1.1993, 1.0297)  -0.301
P (-3.4060, 1.0491, -0.7145)  0.980
C (-2.7946, -0.5818, -1.1302)  -0.271
C (-3.8647, -1.6518, -1.2320)  -0.246
C (-3.1540, -2.9664, -1.3159)  -0.288
C (-4.1176, -4.1021, -1.4409)  -0.100
C (-5.1124, 1.1971, -1.3035)  -0.224
C (-5.4614, 2.7105, -1.6515)  -0.231
C (-6.9078, 2.7243, -2.1288)  -0.276
C (-6.9878, 2.2001, -3.5440)  -0.105
C (-2.3865, 2.3058, -1.3985)  -0.260
C (-2.1859, 1.9472, -2.8752)  -0.228
C (-0.7216, 2.1966, -3.3489)  -0.246
C (-0.4558, 1.8225, -4.7812)  -0.097
H (-4.9329, 4.3991, 3.2866)  0.107
H (-3.1916, 4.8543, 3.0202)  0.075
H (-3.7365, 4.1214, 4.5420)  0.037
H (-4.0869, 1.9695, 3.7659)  0.126
H (-2.5169, 2.3478, 3.3146)  0.084
H (-3.3612, 3.3064, 1.0266)  0.104
H (-4.8954, 2.6644, 1.5101)  0.125
H (-3.8617, 0.3829, 1.5468)  0.122
H (-2.2092, 1.0894, 1.1901)  0.071
H (-2.1745, -0.7952, -0.2799)  0.068
H (-2.0973, -0.5330, -1.9654)  0.099
H (-4.5034, -1.4750, -2.1329)  0.133
H (-4.3896, -1.7197, -0.2844)  0.119
H (-2.6204, -3.0068, -0.3652)  0.108
H (-2.4686, -3.0057, -2.1269)  0.086
H (-4.8791, -3.9855, -0.6874)  0.071
H (-3.7129, -5.0796, -1.1778)  0.078
H (-4.6354, -4.2028, -2.3914)  0.085
H (-5.7857, 0.8309, -0.5746)  0.092
H (-5.1909, 0.6180, -2.2210)  0.077
H (-4.7281, 3.1801, -2.3538)  0.105
H (-5.4003, 3.3066, -0.6876)  0.116
H (-7.2741, 3.7577, -2.0762)  0.118
H (-7.5083, 2.1734, -1.3790)  0.118
H (-6.4745, 1.3249, -3.8818)  0.056
H (-6.5751, 3.0551, -4.1271)  0.090
H (-8.0299, 2.0693, -3.8781)  0.088
H (-1.4488, 2.2295, -0.8104)  0.088
H (-2.8673, 3.2357, -1.2731)  0.077
H (-2.7836, 2.5517, -3.5065)  0.095
H (-2.4923, 0.9555, -3.1228)  0.080
H (0.0097, 1.7742, -2.6493)  0.091
H (-0.5960, 3.2694, -3.1996)  0.102
H (0.5727, 2.1644, -4.9735)  0.078
H (-1.1095, 2.4106, -5.4869)  0.091
H (-0.5225, 0.8036, -5.0230)  0.047
C (-0.5296, -7.7672, 8.4835)  -0.076
C (-0.7908, -6.4376, 7.7440)  -0.273
C (-1.9791, -5.7798, 8.3338)  -0.270
C (-1.6393, -4.9179, 9.6172)  -0.238
P (-3.0032, -3.9516, 10.1441)  0.926
C (-2.5245, -3.0501, 11.6268)  -0.247
C (-3.6790, -2.5272, 12.5971)  -0.198
C (-3.1260, -1.4290, 13.5058)  -0.291
C (-3.9795, -0.6730, 14.4701)  -0.112
C (-4.4128, -4.9784, 10.4362)  -0.254
C (-5.1816, -5.5977, 9.1996)  -0.216
C (-6.4474, -6.3459, 9.6837)  -0.229
C (-6.0031, -7.7840, 10.1527)  -0.094
C (-3.3186, -2.7603, 8.8653)  -0.285
C (-4.1674, -1.5202, 9.1432)  -0.252
C (-4.1958, -0.6402, 7.8922)  -0.240
C (-5.1164, -1.1911, 6.7189)  -0.090
H (0.4975, -8.1256, 8.4377)  0.080
H (-1.2520, -8.4675, 8.0638)  0.086
H (-0.7002, -7.6146, 9.5369)  0.059
H (-1.0916, -6.6514, 6.7126)  0.111
H (0.1053, -5.8489, 7.6336)  0.104
H (-2.6251, -6.6211, 8.6287)  0.099
H (-2.5695, -5.3278, 7.5710)  0.095
H (-0.8477, -4.2269, 9.2884)  0.111
H (-1.3397, -5.6839, 10.3680)  0.121
H (-1.8914, -2.3127, 11.1490)  0.093
H (-1.8588, -3.7575, 12.1238)  0.101
H (-4.0157, -3.4247, 13.0941)  0.108
H (-4.4990, -2.1459, 11.9706)  0.098
H (-2.6394, -0.6104, 12.8983)  0.126
H (-2.2843, -1.8343, 14.0891)  0.117
H (-4.6826, -0.0840, 13.8853)  0.074
H (-3.4270, 0.0604, 14.9983)  0.069
H (-4.6012, -1.3070, 15.1323)  0.095
H (-5.1704, -4.3140, 10.8623)  0.098
H (-4.2105, -5.6066, 11.3078)  0.111
H (-4.5602, -6.2490, 8.5757)  0.085
H (-5.4280, -4.7045, 8.6130)  0.094
H (-7.1185, -6.4698, 8.8475)  0.100
H (-6.9932, -5.8377, 10.4777)  0.109
H (-5.4463, -8.3102, 9.3594)  0.072
H (-6.9234, -8.3781, 10.4115)  0.091
H (-5.3549, -7.7220, 11.0602)  0.072
H (-3.9411, -3.2925, 8.1160)  0.092
H (-2.3447, -2.4812, 8.3979)  0.121
H (-3.8492, -0.8909, 10.0188)  0.125
H (-5.1919, -1.8647, 9.3100)  0.111
H (-3.1188, -0.4539, 7.5370)  0.123
H (-4.6009, 0.3374, 8.1044)  0.096
H (-4.6672, -1.7664, 5.9103)  0.050
H (-5.6800, -0.4028, 6.1495)  0.082
H (-5.8925, -1.7744, 7.2071)  0.061
C (2.8093, 0.5890, -2.1611)  -0.094
C (3.8300, -0.1004, -1.1837)  -0.224
C (3.2699, -1.0928, -0.1683)  -0.209
C (1.9508, -0.7460, 0.5664)  -0.256
P (2.2576, -0.0116, 2.1607)  0.960
C (0.6551, 0.0282, 3.0761)  -0.246
C (-0.0625, -1.3637, 3.2583)  -0.228
C (-1.5879, -1.2483, 3.1867)  -0.273
C (-2.2229, -2.6093, 3.0272)  -0.104
C (3.4786, -0.8756, 3.1272)  -0.258
C (3.3666, -2.4150, 3.1926)  -0.249
C (4.6718, -3.1093, 2.7862)  -0.277
C (4.6262, -4.5905, 2.9225)  -0.096
C (2.9185, 1.5565, 1.9484)  -0.294
C (2.0288, 2.4597, 1.0822)  -0.208
C (1.1290, 3.4025, 2.0182)  -0.242
C (0.0502, 4.2449, 1.4563)  -0.092
H (2.2093, -0.0391, -2.7994)  0.050
H (3.4004, 1.2791, -2.7580)  0.074
H (1.9919, 1.1377, -1.6086)  0.060
H (4.2129, 0.8611, -0.8124)  0.095
H (4.6863, -0.5345, -1.7169)  0.092
H (4.0076, -1.4453, 0.5530)  0.069
H (3.0338, -2.0173, -0.7642)  0.115
H (1.4322, -1.6640, 0.8053)  0.076
H (1.2035, -0.1971, 0.0109)  0.052
H (-0.0360, 0.6072, 2.3912)  0.065
H (0.7781, 0.6341, 4.0230)  0.114
H (0.2945, -1.8737, 4.1673)  0.115
H (0.2992, -1.8992, 2.3458)  0.085
H (-1.7832, -0.5769, 2.3515)  0.062
H (-1.8727, -0.6537, 4.0307)  0.103
H (-2.3147, -3.0936, 4.0222)  0.076
H (-1.7813, -3.1941, 2.2033)  0.074
H (-3.3099, -2.5915, 2.7447)  0.077
H (3.6282, -0.4324, 4.0958)  0.106
H (4.4152, -0.6027, 2.5703)  0.107
H (2.5951, -2.8662, 2.5867)  0.092
H (3.0627, -2.7062, 4.2295)  0.128
H (5.4142, -2.5968, 3.4304)  0.129
H (4.8321, -2.7651, 1.7516)  0.092
H (3.9578, -5.0174, 2.2276)  0.059
H (4.3875, -4.8305, 3.9598)  0.089
H (5.5882, -5.0428, 2.7913)  0.069
H (3.8749, 1.3926, 1.4743)  0.092
H (3.0930, 1.9409, 2.9885)  0.132
H (1.3509, 1.8202, 0.5037)  0.055
H (2.6544, 3.0808, 0.4364)  0.111
H (1.9244, 3.9400, 2.5521)  0.115
H (0.7666, 2.6587, 2.7392)  0.079
H (0.4970, 4.9860, 0.7569)  0.072
H (-0.4188, 4.8646, 2.1908)  0.065
H (-0.7483, 3.7113, 0.8836)  0.070
C (2.4368, 11.4522, -3.6571)  -0.102
C (3.1455, 11.0829, -4.9430)  -0.269
C (2.3902, 11.2483, -6.2521)  -0.203
C (1.1756, 10.3062, -6.5363)  -0.276
P (1.5368, 8.6750, -6.8939)  0.966
C (2.5699, 8.5058, -8.3417)  -0.240
C (1.9280, 9.3485, -9.5443)  -0.209
C (2.7619, 9.0272, -10.7701)  -0.304
C (2.2308, 9.5560, -12.0536)  -0.105
C (2.2497, 7.6957, -5.5295)  -0.257
C (1.4834, 7.6010, -4.1982)  -0.255
C (2.1805, 6.7261, -3.1337)  -0.237
C (1.4523, 6.7985, -1.7353)  -0.089
C (-0.1136, 7.9770, -7.3645)  -0.227
C (-0.0860, 6.4419, -7.6294)  -0.196
C (-0.4961, 5.6530, -6.3587)  -0.243
C (-1.6075, 6.1691, -5.4571)  -0.092
H (2.4236, 12.5151, -3.5603)  0.072
H (2.7637, 11.0922, -2.6760)  0.083
H (1.4163, 11.0739, -3.5922)  0.060
H (3.4846, 10.0278, -4.8843)  0.081
H (4.1194, 11.6255, -4.9794)  0.131
H (3.0956, 11.2255, -7.1220)  0.121
H (2.0613, 12.2896, -6.1773)  0.123
H (0.7233, 10.7571, -7.3867)  0.100
H (0.5193, 10.2246, -5.7109)  0.089
H (2.6760, 7.4261, -8.4886)  0.098
H (3.5421, 8.9537, -8.1948)  0.101
H (2.0722, 10.3923, -9.2643)  0.104
H (0.8476, 9.2248, -9.7063)  0.108
H (2.8456, 7.9574, -10.8700)  0.108
H (3.7592, 9.3881, -10.5888)  0.114
H (2.8232, 9.3288, -12.9310)  0.078
H (2.1710, 10.6580, -11.9473)  0.093
H (1.2309, 9.0951, -12.2678)  0.096
H (3.2779, 8.0831, -5.4493)  0.095
H (2.2656, 6.6481, -5.9514)  0.106
H (0.4584, 7.2304, -4.3246)  0.074
H (1.3294, 8.6821, -3.8903)  0.115
H (3.3006, 6.9049, -3.1232)  0.126
H (2.0687, 5.6839, -3.5196)  0.103
H (2.0106, 6.2815, -0.9644)  0.055
H (0.4167, 6.4138, -1.9668)  0.086
H (1.3382, 7.8148, -1.3799)  0.064
H (-0.5766, 8.5616, -8.2061)  0.114
H (-0.7778, 8.1347, -6.5092)  0.072
H (0.8850, 6.0118, -7.8641)  0.095
H (-0.7698, 6.2085, -8.4582)  0.123
H (0.4235, 5.5006, -5.7821)  0.090
H (-0.8376, 4.7582, -6.7229)  0.068
H (-1.2976, 7.1219, -5.0388)  0.041
H (-1.8123, 5.5608, -4.6162)  0.058
H (-2.5330, 6.4714, -5.9111)  0.087
C (0.1483, -3.3174, -5.3326)  -0.076
C (0.2261, -3.4855, -3.7819)  -0.249
C (1.5699, -4.0054, -3.3145)  -0.252
C (1.8125, -5.3125, -4.0143)  -0.280
P (3.4965, -5.9144, -3.9243)  1.002
C (4.6250, -4.8481, -4.8395)  -0.266
C (5.1065, -3.6445, -4.0276)  -0.264
C (6.1523, -2.8370, -4.7440)  -0.269
C (7.0051, -1.9935, -3.8118)  -0.089
C (3.6272, -7.4976, -4.8142)  -0.237
C (2.9012, -7.6071, -6.1739)  -0.234
C (3.7258, -6.9408, -7.2339)  -0.253
C (3.0263, -7.1275, -8.6490)  -0.055
C (3.9730, -6.0440, -2.2404)  -0.280
C (5.4255, -6.5304, -2.0713)  -0.268
C (5.8830, -6.3118, -0.6639)  -0.265
C (7.1084, -7.1403, -0.0953)  -0.058
H (0.4429, -4.2012, -5.8700)  0.047
H (0.7825, -2.4498, -5.6724)  0.095
H (-0.9107, -3.0629, -5.5281)  0.084
H (-0.5597, -4.2044, -3.4519)  0.119
H (0.0573, -2.5402, -3.2743)  0.094
H (1.6234, -4.1745, -2.2786)  0.092
H (2.3527, -3.2710, -3.5961)  0.102
H (1.5891, -5.3281, -5.0488)  0.051
H (1.2099, -6.1711, -3.6153)  0.142
H (4.1343, -4.5343, -5.7544)  0.090
H (5.4913, -5.4295, -5.2285)  0.122
H (5.5744, -4.0161, -3.1013)  0.098
H (4.2190, -3.0301, -3.8484)  0.094
H (5.6513, -2.1470, -5.4310)  0.123
H (6.7757, -3.5542, -5.2454)  0.108
H (7.4877, -2.6635, -3.0520)  0.094
H (6.3618, -1.2540, -3.3657)  0.054
H (7.8320, -1.6091, -4.4045)  0.082
H (3.4029, -8.2759, -4.1339)  0.089
H (4.6833, -7.6174, -4.9049)  0.085
H (1.8750, -7.1844, -6.1017)  0.112
H (2.6152, -8.6126, -6.4403)  0.121
H (4.7463, -7.2674, -7.2299)  0.103
H (3.9090, -5.8392, -6.9919)  0.094
H (2.8460, -8.1604, -8.8105)  0.063
H (3.6388, -6.6781, -9.4567)  0.091
H (2.0919, -6.6505, -8.5356)  0.051
H (3.2213, -6.6239, -1.6842)  0.124
H (3.8650, -5.0423, -1.7801)  0.102
H (6.1262, -6.0288, -2.7579)  0.112
H (5.5478, -7.5847, -2.3389)  0.124
H (5.0280, -6.5662, -0.0578)  0.089
H (6.0880, -5.1945, -0.5335)  0.131
H (7.1895, -6.7892, 0.9071)  0.052
H (7.9791, -6.9046, -0.7271)  0.085
H (6.9835, -8.2039, -0.0552)  0.068